# C10H13O2

2 unconnected molecules or ions with the total composition C10H13O2 at a distorted geometry (ωB97M-V/def2-TZVPD, OMol25).

The calculation puts the gap between HOMO and LUMO at 7.507 eV. Its charge is -1. The LUMO energy comes out at 3.5 eV. For the relative energy (zero: lowest compared OMol25 entry of this formula, charge and spin), the calculation gives 3.5 kcal/mol.

Structure (XYZ):
```
25
C10H13O2, DFT ωB97M-V/def2-TZVPD
C 0.271 0.665 2.657
C 1.363 -0.234 3.219
C 0.794 1.719 1.655
O 2.027 1.920 1.618
O -0.092 2.272 0.955
H -0.394 0.026 2.069
H -0.325 1.147 3.426
H 1.816 -0.803 2.400
H 1.061 -0.933 4.004
H 2.220 0.349 3.570
C -1.342 1.344 -1.908
C -1.404 -2.323 -1.009
C -0.113 -2.723 -1.314
C -1.811 -1.027 -1.278
C -0.935 -0.110 -1.880
C 0.753 -1.830 -1.923
C 0.359 -0.513 -2.165
H -2.112 -3.012 -0.577
H 0.235 -3.716 -1.054
H -2.809 -0.678 -1.058
H 1.735 -2.139 -2.217
H -0.884 1.857 -1.067
H -2.418 1.455 -2.014
H 1.137 0.117 -2.577
H -0.888 1.840 -2.780
```

Atom charges from the Mulliken analysis, given in e for atoms 1 to 2:
1 C -0.1646
2 C -1.0492

=====

# CH2LiOSr

A molecular structure, CH2LiOSr at a distorted geometry (ωB97M-V/def2-TZVPD, OMol25).

The calculation puts the gap between HOMO and LUMO at 6.046 eV. Its charge is +1. The LUMO energy comes out at -4.8 eV. For the relative energy (zero: lowest compared OMol25 entry of this formula, charge and spin), the calculation gives 42.2 kcal/mol.

Structure (XYZ):
```
6
CH2LiOSr, DFT ωB97M-V/def2-TZVPD
H -1.057 0.285 -1.245
O 0.732 0.049 0.304
C -0.485 -0.423 0.525
Li 1.071 -1.745 1.343
Sr 0.925 1.407 -1.645
H -1.186 0.427 0.718
```

Atom charges from the Mulliken analysis, given in e for atoms 1 to 2:
1 H -0.3517
2 O -0.7098

=====

# C2H6NO

A gas-phase ion, C2H6NO (charge -1) at a distorted geometry (ωB97M-V/def2-TZVPD, OMol25).

The calculation puts the gap between HOMO and LUMO at 6.545 eV. Its charge is -1. The LUMO energy comes out at 4.6 eV. The SMILES is NCC[O-]. For the relative energy (zero: lowest compared OMol25 entry of this formula, charge and spin), the calculation gives 12.6 kcal/mol.

Structure (XYZ):
```
10
C2H6NO, DFT ωB97M-V/def2-TZVPD
N 0.469 0.189 -1.644
C 0.014 -0.627 -0.505
C 0.199 0.120 0.861
O -0.935 0.483 1.488
H 1.447 0.380 -1.467
H 0.355 -0.298 -2.525
H -1.076 -0.755 -0.511
H 0.411 -1.648 -0.467
H 0.792 -0.520 1.540
H 0.960 0.930 0.582
```

Atom charges from the Mulliken analysis, given in e for atoms 1 to 2:
1 N -0.6204
2 C -0.3339

=====

# C59H48FN3O2P3Ti

A molecular structure, C59H48FN3O2P3Ti at a distorted geometry (ωB97M-V/def2-TZVPD, OMol25).

The calculation puts the gap between HOMO and LUMO (alpha / beta) at 6.204 / 7.587 eV. The expectation value of S² is 0.76. The LUMO energy (alpha / beta) comes out at 0.0 / 0.1 eV. As for the spin multiplicity: 2. For the relative energy (zero: lowest compared OMol25 entry of this formula, charge and spin), the calculation gives 33.3 kcal/mol.

Structure (XYZ):
```
117
C59H48FN3O2P3Ti, DFT ωB97M-V/def2-TZVPD
Ti 0.310 -0.104 -0.012
O -0.404 -1.930 -2.079
C 0.124 -1.938 -0.914
C 0.366 -3.210 -0.276
C -0.101 -4.425 -0.822
C 0.247 -5.630 -0.260
C 1.064 -5.677 0.868
C 1.505 -4.499 1.447
C 1.142 -3.276 0.904
P 1.817 -1.693 1.496
C 3.540 -2.026 0.958
C 3.720 -2.055 -0.426
C 4.986 -2.155 -0.965
C 6.090 -2.250 -0.131
C 5.912 -2.283 1.239
C 4.645 -2.171 1.786
C 1.875 -1.887 3.309
C 2.729 -1.049 4.028
C 2.772 -1.106 5.407
C 1.928 -1.966 6.091
C 1.030 -2.752 5.388
C 0.996 -2.712 4.007
H -0.724 -4.386 -1.704
H -0.090 -6.556 -0.706
H 1.372 -6.626 1.282
H 2.152 -4.529 2.315
H 2.852 -1.980 -1.074
H 5.119 -2.147 -2.037
H 7.084 -2.304 -0.547
H 6.764 -2.388 1.895
H 4.529 -2.199 2.859
H 3.364 -0.353 3.494
H 3.461 -0.478 5.955
H 1.965 -2.020 7.168
H 0.350 -3.399 5.921
H 0.280 -3.314 3.467
O -0.847 -0.616 1.311
C -1.152 -0.684 2.567
C -2.116 -1.612 3.010
C -2.438 -1.735 4.341
C -1.814 -0.932 5.289
C -0.882 -0.002 4.886
C -0.542 0.154 3.542
C 0.382 1.177 3.115
N 0.700 1.477 1.864
C 1.507 2.573 1.921
C 1.709 2.937 3.218
N 0.990 2.047 3.968
H -2.591 -2.236 2.266
H -3.175 -2.460 4.656
H -2.059 -1.032 6.335
H -0.411 0.617 5.636
H 1.896 3.026 1.029
H 2.271 3.735 3.657
H 0.922 2.040 4.971
C -0.197 2.858 -2.505
N -1.324 2.008 -2.118
P -0.956 0.224 -2.338
C -2.633 -0.255 -2.962
C -3.725 0.607 -2.983
C -4.921 0.211 -3.558
C -5.041 -1.042 -4.135
C -3.954 -1.898 -4.135
C -2.761 -1.507 -3.558
C -0.310 0.206 -4.063
C 0.678 -0.691 -4.450
C 1.090 -0.746 -5.770
C 0.524 0.097 -6.712
C -0.466 0.989 -6.331
C -0.890 1.038 -5.016
P -1.444 2.065 -0.374
C -1.784 3.862 -0.211
C -2.545 4.544 -1.158
C -2.715 5.911 -1.061
C -2.129 6.609 -0.016
C -1.378 5.938 0.932
C -1.202 4.568 0.833
C -3.118 1.371 -0.057
C -4.175 2.183 0.347
C -5.403 1.636 0.674
C -5.592 0.268 0.621
C -4.541 -0.553 0.249
C -3.312 -0.011 -0.079
H 0.056 2.679 -3.548
H 0.709 2.687 -1.900
H -0.479 3.907 -2.400
H -3.651 1.596 -2.555
H -5.765 0.887 -3.559
H -5.977 -1.348 -4.581
H -4.030 -2.873 -4.595
H -1.916 -2.176 -3.574
H 1.106 -1.362 -3.719
H 1.858 -1.447 -6.068
H 0.850 0.059 -7.741
H -0.914 1.644 -7.065
H -1.687 1.708 -4.723
H -2.993 3.991 -1.973
H -3.295 6.436 -1.806
H -2.251 7.680 0.051
H -0.915 6.483 1.741
H -0.606 4.041 1.566
H -4.047 3.254 0.407
H -6.213 2.286 0.970
H -6.551 -0.158 0.874
H -4.683 -1.623 0.213
H -2.502 -0.683 -0.345
F 5.957 2.009 -1.844
C 4.733 1.555 -1.466
C 3.760 1.333 -2.417
C 2.519 0.862 -2.007
C 2.186 0.596 -0.669
C 3.237 0.839 0.235
C 4.485 1.314 -0.131
H 3.970 1.517 -3.461
H 1.791 0.692 -2.793
H 3.095 0.640 1.297
H 5.262 1.480 0.601
```

Atom charges from the Mulliken analysis, given in e for atoms 1 to 2:
1 Ti -1.3292
2 O -0.5808

=====

# C14H35FO2PSi

3 unconnected molecules or ions with the total composition C14H35FO2PSi (ωB97M-V/def2-TZVPD, OMol25).

The calculation puts the gap between HOMO and LUMO at 5.521 eV. Its charge is -1. The LUMO energy comes out at 2.6 eV.

Structure (XYZ):
```
54
C14H35FO2PSi, DFT ωB97M-V/def2-TZVPD
C -0.948 -0.011 0.005
C 0.341 0.568 0.541
F 1.306 0.450 -0.521
C 0.267 1.985 1.045
P 0.427 2.074 2.964
Si 0.553 2.136 5.259
C -0.963 1.322 6.050
C 0.672 3.906 5.942
C 2.044 1.165 5.909
H -1.641 -0.191 0.829
H -0.748 -0.961 -0.495
H -1.426 0.676 -0.699
H 0.737 -0.071 1.342
H 1.076 2.585 0.623
H -0.691 2.450 0.788
H -0.763 2.989 3.057
H 1.331 3.273 2.890
H 1.611 1.150 2.859
H -0.491 0.860 3.043
H -1.851 1.952 5.956
H -1.177 0.372 5.552
H -0.802 1.118 7.114
H 0.411 4.633 5.167
H 1.688 4.127 6.281
H -0.002 4.055 6.791
H 2.073 1.147 7.005
H 2.986 1.582 5.546
H 1.987 0.130 5.557
C 2.046 -3.272 -2.174
C 1.412 -4.635 -2.448
C -0.013 -4.408 -1.956
O -0.303 -3.034 -2.194
C 0.902 -2.327 -2.512
H 2.938 -3.076 -2.767
H 2.309 -3.179 -1.118
H 1.416 -4.847 -3.519
H 1.906 -5.459 -1.933
H -0.095 -4.616 -0.883
H -0.752 -5.016 -2.481
H 0.895 -2.084 -3.581
H 0.929 -1.398 -1.943
C -1.043 -0.118 -4.311
C -1.998 1.027 -4.640
C -2.089 0.920 -6.157
O -1.940 -0.466 -6.471
C -1.482 -1.175 -5.313
H -1.113 -0.463 -3.281
H -0.011 0.186 -4.500
H -2.974 0.847 -4.185
H -1.639 1.999 -4.306
H -1.285 1.489 -6.639
H -3.043 1.265 -6.560
H -2.301 -1.781 -4.911
H -0.677 -1.847 -5.616
```

Atom charges from the Mulliken analysis, given in e for atoms 1 to 2:
1 C -1.1496
2 C 0.8561

=====

# C52H51IMgN4O4P

A molecular structure, C52H51IMgN4O4P at a distorted geometry (ωB97M-V/def2-TZVPD, OMol25).

The calculation puts the gap between HOMO and LUMO at 5.841 eV. Its charge is -1. The LUMO energy comes out at 1.2 eV. For the relative energy (zero: lowest compared OMol25 entry of this formula, charge and spin), the calculation gives 42.5 kcal/mol.

Structure (XYZ):
```
114
C52H51IMgN4O4P, DFT ωB97M-V/def2-TZVPD
Mg 1.769 -15.421 -16.912
O 4.462 -15.184 -10.467
C 3.320 -14.818 -10.748
O 2.450 -14.184 -10.106
C 2.885 -15.179 -12.249
C 1.717 -14.602 -12.734
C 1.421 -14.755 -14.076
N 2.185 -15.478 -14.887
C 3.278 -16.064 -14.409
C 3.645 -15.961 -13.048
C 3.855 -17.054 -15.388
C 4.922 -17.894 -15.064
C 5.329 -18.809 -15.978
C 4.740 -18.808 -17.252
C 3.835 -17.802 -17.517
N 3.393 -16.886 -16.642
C 0.201 -14.210 -14.755
C -0.866 -13.695 -14.053
C -1.962 -13.142 -14.743
C -1.915 -13.277 -16.158
C -0.836 -13.834 -16.803
N 0.250 -14.267 -16.115
H 1.170 -13.973 -12.041
H 4.494 -16.545 -12.591
H 5.244 -17.816 -14.028
H 6.026 -19.576 -15.592
H 4.949 -19.688 -17.863
H 3.430 -17.729 -18.508
H -0.941 -13.716 -13.007
H -2.754 -12.645 -14.210
H -2.712 -12.750 -16.684
H -0.834 -13.937 -17.859
C -2.106 -11.874 -19.840
C -1.294 -10.665 -19.390
C -0.805 -9.931 -20.646
C -0.183 -10.937 -18.392
C 0.733 -9.737 -18.074
O 1.922 -10.084 -18.812
C 1.841 -11.381 -19.138
N 0.748 -11.989 -18.830
C 2.991 -11.884 -19.931
C 3.097 -11.498 -21.265
C 4.212 -11.838 -22.006
C 5.293 -12.471 -21.388
C 5.182 -12.794 -20.038
C 4.016 -12.579 -19.318
P 3.800 -13.219 -17.651
C 5.413 -13.928 -17.239
C 6.263 -13.315 -16.295
C 7.543 -13.892 -16.039
C 7.976 -15.003 -16.763
C 7.226 -15.532 -17.724
C 5.912 -15.036 -17.903
C 3.555 -11.743 -16.709
C 2.544 -11.611 -15.736
C 2.458 -10.375 -15.145
C 3.271 -9.297 -15.402
C 4.286 -9.432 -16.326
C 4.407 -10.634 -16.991
H -2.827 -11.750 -20.634
H -2.664 -12.368 -19.090
H -1.453 -12.662 -20.190
H -1.971 -9.924 -18.973
H -0.571 -8.875 -20.465
H -1.510 -9.910 -21.433
H 0.059 -10.513 -20.996
H -0.625 -11.248 -17.455
H 0.981 -9.801 -16.994
H 0.389 -8.759 -18.417
H 2.380 -10.781 -21.728
H 4.312 -11.564 -23.051
H 6.213 -12.730 -21.956
H 6.033 -13.277 -19.586
H 5.977 -12.457 -15.683
H 8.220 -13.512 -15.236
H 8.990 -15.362 -16.503
H 7.532 -16.356 -18.324
H 5.224 -15.560 -18.628
H 1.846 -12.373 -15.657
H 1.678 -10.158 -14.381
H 3.148 -8.459 -14.775
H 4.828 -8.559 -16.619
H 5.228 -10.891 -17.701
I -1.204 -9.883 -14.032
C -1.337 -17.751 -16.638
C -0.285 -18.795 -17.007
C 0.782 -18.843 -15.945
C 0.320 -18.768 -18.388
C 0.390 -19.959 -19.108
C 1.007 -20.016 -20.359
C 1.345 -18.837 -20.959
C 1.233 -17.584 -20.342
C 1.551 -16.352 -21.156
C 0.311 -15.488 -21.361
C 2.696 -15.592 -20.544
C 0.852 -17.513 -18.966
O 0.898 -16.449 -18.241
H -1.535 -17.875 -15.532
H -2.343 -17.900 -17.178
H -0.980 -16.759 -16.784
H -0.790 -19.799 -16.890
H 1.282 -17.899 -15.730
H 1.521 -19.571 -16.193
H 0.293 -19.142 -14.984
H -0.001 -20.879 -18.686
H 1.166 -20.913 -20.929
H 1.640 -18.864 -22.029
H 1.879 -16.743 -22.148
H -0.008 -14.950 -20.479
H -0.529 -16.131 -21.737
H 0.427 -14.744 -22.173
H 2.263 -15.172 -19.681
H 3.013 -14.790 -21.231
H 3.568 -16.223 -20.328
```

Atom charges from the Mulliken analysis, given in e for atoms 1 to 2:
1 Mg 2.7967
2 O -0.7151